The following is a DFT calculation (wB97M-V/def2-TZVPD) of the ion C2H7O3SSi with charge -1 at a distorted geometry.

Values from the calculation:
SMILES: CC[SiH2]S(=O)(=O)[O-]
HOMO level: -0.174 Eh
largest force on an atom: 3.41 eV Å⁻¹
energy above the lowest of the compared OMol25 structures with the same formula, charge and spin: 56.1 kcal per mole
E: -27043.528 eV
HOMO-LUMO gap: 8.3 eV

ORCA input file:
```
! wB97M-V def2-TZVPD RIJCOSX def2/J DEFGRID3
* xyz -1 1
C 2.3491 0.1828 -0.0219
C 0.8944 0.6690 0.1034
Si -0.4649 -0.7142 0.0216
S -2.4995 0.0419 0.0354
O -3.3769 -1.1680 0.0959
O -2.6761 0.7948 1.2615
O -2.4730 0.7044 -1.2617
H 2.6289 -0.1653 1.0515
H 2.3502 -0.6046 -0.8929
H 2.9330 1.0847 -0.2857
H 0.6465 1.4457 -0.7843
H 0.6978 1.1832 0.9976
H -0.3565 -2.0142 0.9665
H -0.6528 -1.4402 -1.2869
*
```

Table of Mulliken atomic charges, one value per atom, all in e: C -0.856; C -0.587; Si 0.351; S 0.898; O -0.651; O -0.643; O -0.626; H 0.237; H 0.260; H 0.288; H 0.251; H 0.377; H -0.152; H -0.148